40
Properties=species:S:1:pos:R:3:forces:R:3 method="wB97M-V/def2-TZVPD" smiles=Clc1ccc2ncc(CCc3nnc(N4CCCC4)[nH]3)nc2c1 e_lumo_ev=-1.0 total_charge=0 de_lowest_ev=2.212 gap_ev=6.67
Cl 0.613005 4.516880 -1.787725 -1.6 1.1 -1.1
N -2.259480 -0.116218 0.905559 -1.3 -2.0 -0.2
N 3.876869 0.028575 0.006352 -0.9 -0.4 1.1
N -2.220139 -2.602093 0.980519 -3.8 1.4 0.5
N -1.315307 -3.530957 0.695688 0.5 -1.6 0.6
N -0.447444 -1.600991 0.534376 5.0 3.3 -0.8
N 1.473696 -0.534153 -1.420531 2.2 -3.4 1.3
C 3.314488 2.350247 -0.076828 -1.1 0.2 -1.4
C 1.835766 -3.009568 -0.956399 1.7 0.9 -1.7
C 2.493678 3.367461 -0.582712 3.6 -1.0 3.2
C -1.722973 1.192007 0.702861 2.2 0.6 0.4
C 1.237158 -3.599646 0.288009 -4.0 1.4 -2.2
C 1.043072 1.790395 -1.577882 -1.1 1.7 -1.6
C 2.282091 -1.530429 -0.886569 -1.4 1.1 0.2
C 1.408050 3.124321 -1.332753 -1.1 -3.1 -0.3
C -4.132854 1.315794 0.598949 -1.7 -2.2 1.8
C 3.466623 -1.212539 -0.101346 -1.1 1.2 -1.4
C -3.662782 -0.044489 1.241072 -1.1 -0.3 0.8
C -1.709457 -1.388689 0.854683 0.2 -0.3 -0.4
C -0.190642 -2.953739 0.485953 1.8 0.0 -0.3
C 2.976164 0.993314 -0.352160 1.9 1.1 0.2
C 1.825260 0.723302 -1.081602 -0.6 0.4 -0.9
C -2.912362 2.085482 0.311769 1.1 1.0 1.9
H 1.094712 -3.056756 -1.754529 -0.1 -0.1 0.1
H 1.743600 -3.598581 1.166157 2.0 0.7 2.6
H -2.950811 2.966080 0.986835 0.5 -0.1 -1.0
H 1.138340 -4.626660 0.054229 -0.8 -1.2 -0.1
H -0.951922 1.272521 -0.087143 -0.4 -0.6 0.1
H -4.255680 -0.899112 0.832874 0.7 0.5 0.1
H -1.150330 1.562061 1.599587 -0.7 -0.2 -0.3
H 0.236381 -0.796651 0.297975 -1.6 -2.2 0.6
H -4.959657 1.783178 1.215456 1.2 -0.2 -0.7
H -2.781201 2.297113 -0.724578 -0.3 0.8 -0.6
H 4.256928 2.583886 0.386632 0.0 -0.1 0.4
H -3.776966 -0.169397 2.349444 -0.1 0.6 -0.6
H 2.705656 4.352991 -0.230877 0.2 0.6 -0.3
H -4.554896 0.967502 -0.302379 -0.9 0.0 -1.2
H 2.685075 -3.662220 -1.317048 -0.6 0.8 0.5
H 4.046798 -1.968391 0.393314 0.3 -0.4 -0.2
H 0.201490 1.628171 -2.315232 1.0 -0.2 1.2

***

134
Properties=species:S:1:pos:R:3:forces:R:3 method="wB97M-V/def2-TZVPD" e_lumo_ev=0.2 total_charge=0 de_lowest_ev=2.171 gap_ev=9.13
O 0.449206 6.496659 1.323943 -0.6 0.0 0.6
O 3.492918 2.630573 -0.285662 -0.6 0.4 2.0
O 0.891416 2.098246 -3.949166 0.5 -0.1 -0.3
O -0.125144 -1.698064 -6.513818 0.1 -0.3 1.2
O 3.556052 0.362695 3.512933 0.4 -0.9 -0.9
O -0.803064 -2.381299 5.738487 -0.8 0.9 -0.6
O 0.214887 -0.442712 1.354368 0.1 0.4 -0.1
O 0.731855 -0.834018 -1.569180 0.2 0.0 1.3
O 0.164184 -3.363362 -0.139513 -0.3 0.1 0.5
O 3.727995 0.265996 -5.234211 0.5 0.2 0.3
O 0.998095 -0.469420 4.516193 0.0 -0.9 0.0
O -4.741435 1.315764 4.284736 0.3 -0.7 -0.6
O 3.536178 -1.076458 -0.982730 1.2 -0.8 -1.0
O -0.841143 4.046273 0.622265 -0.1 0.3 0.2
O -1.816842 -1.946442 3.129516 -1.3 -1.0 -2.2
O -5.788222 0.305248 0.651137 0.1 1.1 -0.5
O 1.323007 -5.833030 -1.685937 -0.5 0.1 0.9
O 2.349952 -4.738365 2.715640 -1.1 1.3 0.9
O -1.646450 3.324531 -4.427282 -0.5 -0.4 0.3
O -2.663350 -1.396995 -2.042131 0.7 -0.6 0.1
O 0.258887 4.077629 -2.305209 0.1 0.1 0.2
O -5.436283 -0.424206 -2.126881 -0.3 -0.4 -0.3
N 5.625865 -2.002126 -1.381390 0.2 -0.3 0.0
N -3.731101 -3.379359 -2.317818 1.5 1.0 0.4
N 0.736510 -1.545769 -4.367205 0.5 -1.0 0.3
N -2.383230 -3.198015 1.277668 -1.3 1.1 1.8
N -2.848059 0.028028 4.585904 -2.4 1.1 -0.5
N 0.959211 -2.859340 2.977268 1.0 -1.5 -0.1
N 2.830486 4.600019 0.707874 -0.7 -1.1 1.5
N 2.171825 -3.674612 4.763447 0.0 0.2 -1.0
N 2.220507 2.567340 1.655889 0.3 -0.6 -0.8
N 5.255735 -0.730200 2.390437 -1.4 0.3 -0.3
N -1.571252 -3.171044 -3.091137 -0.5 1.3 0.8
N -3.948948 -2.772329 2.996044 1.2 -3.9 -1.0
N -4.257918 -0.454026 2.831077 -1.5 3.9 -0.2
N -1.032546 -0.255832 -4.998251 0.0 -0.6 -0.5
N 5.303084 0.282725 -1.445665 0.6 -1.7 -0.1
N 3.075131 -0.799749 1.580126 1.3 0.7 1.7
C 1.984339 1.935116 -4.862152 0.2 -0.7 1.1
C -1.972286 4.143989 -3.316052 0.2 0.2 -0.8
C 0.764621 -0.619635 5.913370 -0.4 2.5 0.3
C 4.743581 -0.961721 -1.266622 -0.9 1.6 -0.1
C -0.738689 6.541158 0.482773 2.1 -1.3 0.2
C -0.691230 -0.985429 6.094903 0.8 -0.8 -0.1
C -4.779963 0.846496 -0.218196 -0.3 -0.3 -1.1
C -0.619426 0.087592 0.322974 -0.6 -1.4 0.0
C -5.311753 0.893597 -1.650217 -0.1 -0.4 0.0
C 1.853456 -3.837706 3.416815 0.3 0.0 0.5
C 2.972583 0.929970 -4.221824 -0.4 0.1 -0.8
C -0.732458 4.904773 -2.921593 0.9 0.2 0.5
C 3.938317 -0.335020 2.545075 -0.8 0.1 0.6
C -4.044070 0.372072 3.921332 1.4 -0.2 0.3
C 2.917780 3.206682 0.676323 0.2 0.7 -2.5
C -0.169431 -1.269022 -5.362420 0.2 2.0 -0.7
C -1.551030 5.262225 0.689595 -0.5 1.7 0.5
C -2.692929 -2.581051 2.455126 2.8 -1.2 1.7
C 1.490347 -3.875459 -0.191192 0.4 -1.3 -0.5
C -2.596234 -2.576734 -2.415314 -1.1 -0.1 -1.2
C 0.155947 0.338925 -0.946906 0.0 0.0 -0.8
C 1.786617 -4.483411 -1.543619 0.3 0.2 -1.8
H -2.402259 3.536995 -2.513713 0.1 0.1 0.3
H 6.495316 -1.904195 -1.875529 0.0 0.5 0.0
H -1.250421 -0.023397 -4.044962 0.0 0.0 0.0
H -0.663084 3.859468 1.554740 0.3 -0.4 -0.5
H 0.951609 1.079012 -0.823502 -0.1 0.1 0.2
H -3.916201 -1.384760 2.697923 -0.6 2.8 -0.5
H 3.349833 -0.607080 -5.358933 -0.1 0.1 -0.1
H -1.464285 -3.053569 0.883316 0.2 -0.5 -0.3
H -2.382552 5.354953 -0.017895 0.1 -0.6 -0.2
H -0.793752 -2.596785 -3.426107 -0.2 -0.6 0.2
H -4.409824 -3.026742 -1.667093 -0.4 -0.5 -0.2
H -1.334863 -0.434644 5.406793 1.7 -0.1 1.0
H 1.267920 2.553501 -3.181628 -0.5 0.2 -0.1
H -0.231774 6.529179 -0.487418 -1.1 0.5 -0.5
H 0.549734 -3.083618 2.086806 0.0 0.3 -0.1
H 1.752831 2.979000 2.435627 0.2 0.5 0.1
H 1.619301 1.553987 -5.811927 -0.1 0.0 0.0
H -2.733833 4.853459 -3.647371 0.0 0.0 0.0
H 5.450696 -1.267315 1.569749 0.5 -0.1 0.0
H -1.219844 0.953892 0.615020 0.5 0.4 0.2
H -0.307442 -1.029999 1.925756 -0.1 0.4 0.0
H 2.509660 2.884472 -4.990159 -0.2 0.1 -0.3
H 1.498183 -2.157901 -4.609254 -0.2 -0.1 -0.1
H -0.532382 0.675010 -1.720809 -0.2 0.5 0.2
H -4.567365 -0.850482 -2.060000 0.2 0.2 -0.2
H 1.654576 -4.746312 0.451444 -0.6 0.5 0.7
H 2.566373 -4.413573 5.310152 0.2 -0.2 -0.3
H -1.626246 0.069661 -5.739977 -0.2 0.0 0.2
H 2.194066 -3.100493 0.106111 0.2 -0.1 -0.2
H 0.890197 7.342783 1.204895 0.1 0.0 0.1
H -1.704962 -4.127625 -3.339809 0.5 -0.2 -0.3
H 3.446877 -1.135207 0.713318 -0.3 -0.1 -0.1
H -2.593853 0.491229 5.438702 -0.7 0.3 -0.1
H -2.300599 -0.732280 4.232996 -0.2 0.1 -0.4
H 4.794841 1.139567 -1.306657 -0.5 0.0 0.4
H 1.856194 -0.048732 4.323754 0.2 -0.2 0.0
H 0.852083 -1.031258 -3.487671 -0.5 -0.1 -0.5
H 5.972584 -0.357189 2.978159 0.0 0.1 0.0
H -3.981549 0.104521 -0.211743 0.3 0.2 0.1
H -0.905043 5.804528 -2.319415 -0.4 -0.2 0.2
H 3.158145 5.181499 -0.034351 0.2 -0.4 -0.5
H -1.011424 2.667740 -4.095879 0.3 0.2 -0.4
H -4.265800 -2.261315 3.792724 0.1 -0.6 0.8
H 1.578411 -6.160864 -2.549680 0.1 0.1 -0.1
H 2.079345 -0.753559 1.727155 -0.1 0.1 0.0
H -0.022948 3.723041 -1.457302 -0.3 0.2 0.3
H 2.855002 -4.521327 -1.790670 0.1 0.5 0.4
H 6.303636 0.283621 -1.346085 0.0 0.5 -0.1
H 1.297787 -3.900144 -2.336582 0.1 0.3 0.1
H -1.380216 -0.679989 0.130661 0.0 0.1 -0.4
H -1.210340 -2.260308 4.854065 0.3 -1.2 0.4
H -4.391336 1.836372 0.033500 -0.1 0.0 0.7
H -4.715383 1.500599 -2.340958 0.4 0.0 0.3
H -6.312585 1.333303 -1.704117 0.0 0.0 0.3
H 1.682023 -2.953894 5.252009 -0.3 0.0 0.3
H -4.510535 -3.519845 2.630046 -0.2 0.0 0.1
H -4.910340 -0.096545 2.111384 0.3 -0.3 0.9
H -3.126513 -3.715359 0.849969 0.3 -0.1 -0.6
H -1.345331 7.399975 0.767843 -0.1 0.1 -0.5
H 2.429916 0.187522 -3.643430 -0.2 0.2 0.1
H 1.599648 -0.953302 -1.140003 0.1 0.0 -0.4
H 0.672435 -2.053028 3.539974 0.3 -0.6 -0.2
H -6.488045 0.971932 0.645685 -0.1 -0.3 0.3
H 0.204726 -2.459256 -0.493220 0.0 -0.1 -0.3
H 3.613579 1.476003 -3.526674 0.3 -0.2 -0.2
H 5.344771 -2.965715 -1.345526 -0.7 0.1 0.2
H -1.051484 -0.832202 7.112001 0.2 0.0 0.2
H -3.712875 -4.274646 -2.758571 -0.6 -0.3 0.3
H -0.198439 5.260639 -3.804298 -0.4 0.0 -0.3
H 0.961780 0.392515 6.290452 -0.3 -0.1 0.6
H -2.006730 5.388913 1.678520 -0.1 -0.3 0.0
H 2.203735 1.559532 1.625884 0.2 0.0 0.0
H 1.404468 -1.260702 6.524225 0.2 -0.5 -0.6
H 1.974082 4.914374 1.153617 0.3 0.4 -0.2

***

22
Properties=species:S:1:pos:R:3:forces:R:3 method="wB97M-V/def2-TZVPD" e_lumo_ev=-0.8 total_charge=0 de_lowest_ev=1.474 gap_ev=6.32
Rb 0.277332 -1.751909 4.605603 0.1 -0.1 -1.2
O 1.065845 -2.818427 -0.588973 -0.2 -0.3 -1.2
O -3.209104 1.308467 -1.437353 -0.3 0.2 -0.6
O -0.964980 1.291759 2.621111 0.1 0.3 -1.3
O 2.102606 -2.015837 1.252622 0.5 0.0 -0.6
O 0.211628 -3.147927 1.418340 -0.3 -0.3 -0.2
O -2.868809 2.782867 0.126380 -0.3 -0.3 0.9
C -1.817479 2.894176 1.059997 0.1 0.8 0.2
C -1.309583 1.538535 1.471747 -0.6 -0.8 1.7
C 1.157223 -2.666864 0.748961 -0.2 0.8 2.6
C 1.965665 -0.687130 -1.394354 -0.2 0.9 0.4
C 2.043833 -2.202295 -1.418173 0.1 -0.4 -0.1
C -2.481527 2.241352 -1.062027 0.6 -0.3 -1.3
Li -2.271251 1.650008 -3.043145 -0.1 0.0 0.9
H 2.953601 -0.318832 -1.074733 -0.7 0.2 0.7
H 1.841042 -2.579799 -2.427020 0.0 -0.1 0.2
H 1.851376 -0.182470 -2.365440 -0.4 -0.6 -0.1
H 1.080064 -0.403723 -0.738341 1.5 0.0 -0.6
H -0.986713 3.494818 0.664347 0.0 -0.1 0.0
H -1.456629 0.719717 0.738965 0.4 0.2 0.0
H -2.228231 3.389602 1.953992 0.2 -0.1 -0.4
H 3.044091 -2.536089 -1.112506 -0.2 0.1 -0.1

***

17
Properties=species:S:1:pos:R:3:forces:R:3 method="wB97M-V/def2-TZVPD" smiles="C=CO.CNC" e_lumo_ev=1.0 total_charge=0 de_lowest_ev=2.551 gap_ev=9.57
O 5.002176 0.652781 -0.508767 0.9 0.9 -2.0
N -3.563601 -0.941523 -0.642965 -0.8 -0.2 0.3
C 5.986814 2.274747 0.876065 0.0 -0.3 -1.6
C -4.122413 -2.257016 -0.730634 -1.4 -1.6 -0.6
C -3.985755 -0.146042 0.507836 1.0 0.5 -0.4
C 5.797058 1.781625 -0.351526 -0.8 -1.1 1.4
H 6.185691 2.117379 -1.292067 0.3 0.1 -0.2
H -4.848436 -0.612123 0.970338 0.0 0.1 0.2
H -3.162442 -0.010137 1.222282 -0.3 -0.3 0.3
H 4.523066 0.477197 0.277618 -0.6 -0.2 1.2
H -5.169262 -2.340977 -0.398350 0.2 0.8 0.1
H -4.231770 -2.595355 -1.767219 0.4 0.2 -0.1
H -4.217586 0.872429 0.175880 -0.3 -0.1 0.1
H 6.702217 3.065847 1.029849 -0.3 0.1 0.4
H 5.391604 1.752026 1.611809 0.4 0.4 0.7
H -3.710868 -3.136981 -0.209119 0.8 0.5 0.3
H -2.576491 -0.953878 -0.771024 0.6 0.1 0.0

***

23
Properties=species:S:1:pos:R:3:forces:R:3 method="wB97M-V/def2-TZVPD" smiles=CCc1c[nH]cn1.CC e_lumo_ev=0.9 total_charge=0 de_lowest_ev=0.192 gap_ev=9.50
N -0.127952 0.474234 0.956386 -0.2 -0.1 -0.8
N 0.232665 -1.689467 0.795772 0.5 -0.1 -0.1
C 2.211150 2.722068 -1.041626 0.4 0.0 0.2
C -1.002307 -1.411379 0.267474 -0.5 -0.5 -0.3
C -1.838308 -2.483632 -0.388581 0.1 0.5 0.5
C 0.742055 -0.541029 1.150033 -0.1 0.2 0.1
C 3.005535 2.013238 0.058074 0.0 0.4 -0.3
C -3.320110 -2.335244 -0.068945 -0.2 0.3 -0.8
C -1.245409 -0.075596 0.327320 0.4 1.0 0.8
H -2.062939 0.606193 0.164139 -0.2 -0.4 -0.4
H 0.136797 1.442155 0.876077 -0.1 0.0 0.3
H -3.933461 -2.997994 -0.688995 0.1 -0.3 0.4
H 2.888770 2.954379 -1.859769 0.0 -0.1 -0.2
H -3.516733 -2.456450 0.995491 -0.1 -0.1 -0.1
H -1.494939 -3.454721 -0.047609 0.3 -0.1 -0.1
H 3.285716 1.023299 -0.284226 0.1 -0.2 0.1
H 3.917949 2.578488 0.245316 0.0 -0.1 0.2
H 2.456192 1.925084 0.997839 0.0 0.0 0.0
H 1.835461 3.688518 -0.712291 -0.3 -0.1 0.1
H -3.662477 -1.352716 -0.389260 0.0 0.3 0.3
H 1.728303 -0.333673 1.523000 0.1 -0.3 0.2
H -1.652672 -2.377857 -1.458086 -0.1 -0.3 -0.1
H 1.416709 2.082105 -1.417533 -0.2 0.2 -0.1

***

Number 1: M 328.8 g/mol, total energy -1408.556879 hartree. Number 2: M 914.9 g/mol, total energy -3414.172215 hartree. Number 3: M 268.5 g/mol, total energy -716.450078 hartree. Number 4: M 89.1 g/mol, total energy -288.923263 hartree. Number 5: M 126.2 g/mol, total energy -384.624827 hartree.